C40H37N4O2PW as an isolated structure at a distorted geometry. Source: the Open Molecules 2025 dataset; level of theory: the ωB97M-V functional and the def2-TZVPD basis.

```
85
Properties=species:S:1:pos:R:3
W 9.755 11.600 10.775
P 9.589 8.981 11.500
O 11.750 14.038 8.074
O 5.847 12.135 10.846
N 10.754 10.742 9.012
N 8.046 12.454 10.369
N 10.220 13.233 9.560
N 8.718 11.718 12.772
C 10.841 9.485 8.581
C 12.145 12.269 11.899
C 7.910 8.484 9.450
C 13.532 10.298 11.435
C 7.408 7.625 8.442
C 6.472 11.876 13.643
C 7.970 13.674 9.672
C 11.774 9.039 7.677
C 7.038 8.029 14.534
C 9.758 8.743 14.281
C 7.897 7.913 15.584
C 11.202 8.129 11.569
C 8.610 7.878 10.492
C 12.449 11.810 14.714
C 6.981 11.909 14.949
C 8.109 5.713 9.678
C 12.477 11.623 16.204
C 12.002 13.012 14.196
C 6.988 12.198 11.192
C 7.381 11.913 12.594
C 7.537 8.379 13.304
C 11.700 11.663 8.503
C 8.374 11.788 15.131
C 9.289 15.358 8.590
C 6.796 14.429 9.521
C 12.773 9.935 7.263
C 11.848 13.286 12.849
C 8.081 16.044 8.427
C 6.815 15.650 8.936
C 11.258 13.117 8.697
C 11.483 14.666 12.412
C 9.239 8.334 15.515
C 7.470 6.254 8.568
C 9.210 14.193 9.276
C 8.893 8.732 13.176
C 9.160 11.636 14.024
C 12.759 11.088 12.357
C 8.662 6.512 10.607
C 12.704 11.289 7.691
C 12.762 10.827 13.764
H 11.961 10.753 16.428
H 10.048 8.824 9.006
H 13.746 9.273 11.688
H 6.885 8.475 12.412
H 8.787 11.805 16.117
H 9.130 6.080 11.464
H 11.475 14.821 11.306
H 5.970 16.348 8.971
H 5.992 7.674 14.645
H 6.666 7.943 7.714
H 11.682 13.880 14.799
H 11.058 7.136 12.036
H 5.928 14.003 10.004
H 10.164 15.943 8.157
H 11.915 8.612 12.259
H 13.518 11.386 16.481
H 11.743 7.963 10.614
H 8.269 16.916 7.818
H 14.436 10.839 11.339
H 7.535 7.649 16.571
H 13.550 9.582 6.555
H 12.522 12.619 10.975
H 5.438 12.141 13.409
H 10.435 14.850 12.660
H 7.026 5.667 7.820
H 9.921 8.252 16.397
H 7.894 9.595 9.435
H 10.185 11.382 14.212
H 10.793 8.971 14.154
H 6.278 11.891 15.800
H 13.256 9.873 14.057
H 8.184 4.634 9.800
H 13.440 12.033 7.282
H 12.081 12.456 16.831
H 12.127 15.343 12.829
H 13.072 10.178 10.502
H 11.755 8.086 7.358
```

Properties
* 2S+1: 3
* E_HOMO (alpha / beta): -13.24 / -13.30 eV
* energy above the lowest of the compared OMol25 structures with the same formula, charge and spin: 37.2 kcal/mol
* lowest unoccupied orbital energy (alpha / beta): -7.27 / -6.72 eV
* charge: +2
* ⟨S²⟩: 2.09
* max |F|: 4.10 eV Å⁻¹
* orbital gap (alpha / beta): 0.2197 / 0.2418 hartree

Here are the Mulliken charges for atoms 1 to 5, given in e:
1. W 0.61
2. P 1.63
3. O -0.64
4. O -0.54
5. N 0.16